1.
C6H8B4CaF16O6 as an isolated structure in a non-equilibrium geometry. Source: the OMol25 dataset; level of theory: the ωB97M-V functional and the def2-TZVPD basis.

Its frontier orbital gap is 9.2 eV. The HOMO energy comes out at -0.198 Ha. The value obtained for the electronic energy is -3060.991366 Eh. For the LUMO energy, the calculation gives 0.1409 Eh. As for the net charge: -2.

CARTESIAN COORDINATES (ANGSTROEM)
Ca: 0.220 0.815 0.659
B: -0.165 3.054 2.526
F: -0.075 3.167 3.927
F: -0.461 4.322 1.985
F: 1.081 2.606 2.048
F: -1.140 2.177 2.032
B: 3.416 1.989 -0.719
F: 2.368 1.241 -0.015
F: 3.465 1.546 -2.068
F: 3.067 3.328 -0.671
F: 4.641 1.714 -0.123
B: 1.062 -1.211 2.379
F: 1.301 -2.413 3.059
F: 0.125 -0.398 3.029
F: 2.244 -0.500 2.234
F: 0.596 -1.364 1.064
B: -0.437 2.689 -1.627
F: -0.020 2.841 -0.270
F: -1.531 3.546 -1.844
F: 0.565 3.034 -2.518
F: -0.804 1.347 -1.643
C: 2.860 -2.553 -3.359
C: 1.904 -1.864 -4.323
O: 0.833 -1.477 -3.469
C: 1.285 -1.396 -2.221
O: 0.790 -0.720 -1.382
O: 2.470 -2.049 -2.078
H: 3.887 -2.256 -3.563
H: 2.697 -3.632 -3.329
H: 1.591 -2.552 -5.108
H: 2.301 -0.953 -4.771
C: -5.010 -1.284 1.885
C: -3.980 -2.034 2.797
O: -2.750 -1.545 2.322
C: -2.891 -0.785 1.236
O: -2.001 -0.305 0.617
O: -4.178 -0.643 0.942
H: -5.565 -0.505 2.404
H: -5.696 -1.988 1.419
H: -3.989 -3.118 2.666
H: -4.076 -1.872 3.869

***

2.
C6H8Br2N as an isolated structure in a non-equilibrium geometry. Source: the OMol25 dataset; level of theory: the ωB97M-V functional and the def2-TZVPD basis.

Its frontier orbital gap (spin up / spin down) is 5.3 / 6.7 eV. The HOMO energy (spin up / spin down) comes out at -0.496 / -0.495 Ha. The value obtained for the electronic energy is -5435.832826 Eh. For the LUMO energy (spin up / spin down), the calculation gives -0.3008 / -0.2472 Eh. The calculation puts the energy above the lowest of the compared OMol25 structures with the same formula, charge and spin at 0.803 eV. As for the net charge: +1.

CARTESIAN COORDINATES (ANGSTROEM)
C: -1.195 1.878 0.353
C: -0.340 1.280 1.343
C: -1.219 1.333 -0.883
C: 0.249 0.087 1.086
C: -0.460 0.229 -1.293
C: 0.168 -0.405 -0.185
N: 0.863 -1.644 -0.496
Br: 3.673 -0.692 0.307
Br: -2.104 -2.023 0.965
H: -1.420 2.951 0.572
H: -0.291 1.625 2.362
H: -1.843 1.599 -1.759
H: 0.908 -0.350 1.843
H: -0.330 0.141 -2.378
H: 0.675 -2.455 0.115
H: 2.000 -1.534 -0.412
H: 0.664 -2.019 -1.540

***

3.
A 2-piece molecular cluster, C6H8BrF overall in a non-equilibrium geometry. Source: the OMol25 dataset; level of theory: the ωB97M-V functional and the def2-TZVPD basis.

Its frontier orbital gap (spin up / spin down) is 10.0 / 3.5 eV. The HOMO energy (spin up / spin down) comes out at -0.373 / -0.262 Ha. The value obtained for the electronic energy is -2907.117527 Eh. For the LUMO energy (spin up / spin down), the calculation gives -0.0065 / -0.1338 Eh. The calculation puts the energy above the lowest of the compared OMol25 structures with the same formula, charge and spin at 2.053 eV.

CARTESIAN COORDINATES (ANGSTROEM)
C: -0.255 -0.273 -0.800
C: 0.080 0.837 -0.368
C: 0.558 -2.549 -0.371
C: 0.655 2.670 1.336
C: -0.634 -1.661 -0.848
C: 0.562 2.011 -0.040
F: 1.090 2.773 -1.049
Br: -4.208 -0.073 0.389
H: 0.251 -3.522 -0.748
H: 0.618 -2.702 0.778
H: 1.484 -2.254 -0.769
H: -0.363 2.804 1.769
H: 1.319 3.552 1.149
H: 1.327 1.917 1.884
H: -0.891 -1.804 -1.962
H: -1.592 -1.724 -0.349

***

4.
One molecule with the formula C6H8BrFO4 in a non-equilibrium geometry. Source: the OMol25 dataset; level of theory: the ωB97M-V functional and the def2-TZVPD basis.

Its frontier orbital gap (spin up / spin down) is 6.6 / 6.8 eV. The HOMO energy (spin up / spin down) comes out at -0.220 / -0.391 Ha. The value obtained for the electronic energy is -3208.048489 Eh. For the LUMO energy (spin up / spin down), the calculation gives 0.0225 / -0.1405 Eh. Its spin multiplicity is 3.

CARTESIAN COORDINATES (ANGSTROEM)
C: -2.728 -0.860 -0.150
C: -1.145 -0.802 1.515
C: -1.619 0.142 -0.618
C: -0.367 -0.502 0.153
C: 2.791 1.192 -0.118
C: 1.440 0.788 -0.736
O: -3.775 -1.205 -0.677
O: -2.435 -1.102 1.154
O: -0.022 -1.741 -0.509
O: 0.782 0.234 0.413
F: -1.401 0.202 -1.958
Br: -2.023 1.847 0.107
H: -0.695 -1.576 2.184
H: -1.065 0.124 2.149
H: 3.480 1.081 -1.062
H: 2.623 2.230 0.014
H: 3.119 0.623 0.744
H: 1.532 -0.046 -1.464
H: 0.857 1.540 -1.196
H: 0.651 -2.167 0.056

***

5.
One molecule with the formula C6H8BrN3 in a non-equilibrium geometry. Source: the OMol25 dataset; level of theory: the ωB97M-V functional and the def2-TZVPD basis.

Its frontier orbital gap is 8.0 eV. The HOMO energy comes out at -0.305 Ha. The value obtained for the electronic energy is -2971.605905 Eh. For the LUMO energy, the calculation gives -0.0104 Eh. The calculation puts the energy above the lowest of the compared OMol25 structures with the same formula, charge and spin at 2.491 eV. The SMILES is NN(NBr)c1ccccc1.

CARTESIAN COORDINATES (ANGSTROEM)
N: 1.787 -1.796 -0.104
N: 0.454 -1.460 -0.413
N: -0.484 -2.377 -0.427
Br: -1.302 -2.829 1.479
C: 0.080 -0.137 -0.196
C: 0.994 0.972 -0.150
C: 0.643 2.292 0.040
C: -0.742 2.582 0.216
C: -1.624 1.585 -0.041
C: -1.258 0.230 -0.230
H: 1.867 -1.689 0.929
H: 2.020 -2.773 -0.315
H: -0.099 -3.270 -0.680
H: 2.053 0.596 -0.243
H: 1.506 2.888 0.142
H: -1.005 3.602 0.444
H: -2.728 1.903 -0.067
H: -2.164 -0.318 -0.383

***

6.
One molecule with the formula C6H8Cl2S2 in a non-equilibrium geometry. Source: the OMol25 dataset; level of theory: the ωB97M-V functional and the def2-TZVPD basis.

Its frontier orbital gap is 9.0 eV. The HOMO energy comes out at -0.309 Ha. The value obtained for the electronic energy is -1950.170510 Eh. For the LUMO energy, the calculation gives 0.0220 Eh. The calculation puts the energy above the lowest of the compared OMol25 structures with the same formula, charge and spin at 1.039 eV. The SMILES is Cl[C@@H]1C[C@H](Cl)[C@@H]2C[C@H]1SS2.

CARTESIAN COORDINATES (ANGSTROEM)
Cl: 0.930 -2.497 1.658
C: 0.890 -1.034 0.538
C: 0.187 0.022 1.403
C: -0.079 1.398 0.705
Cl: -1.365 2.195 1.672
C: -0.487 1.157 -0.749
C: -0.961 -0.291 -1.054
C: 0.285 -1.294 -0.781
S: 1.221 -0.703 -2.262
S: 1.077 1.225 -1.788
H: 1.937 -0.767 0.302
H: -0.858 -0.276 1.718
H: 0.764 0.164 2.310
H: 0.846 1.978 0.699
H: -1.213 1.923 -0.982
H: -1.889 -0.418 -0.489
H: -1.319 -0.376 -2.132
H: 0.033 -2.404 -0.767

***

7.
One molecule with the formula C6H8ClN in a non-equilibrium geometry. Source: the OMol25 dataset; level of theory: the ωB97M-V functional and the def2-TZVPD basis.

Its frontier orbital gap is 10.8 eV. The HOMO energy comes out at -0.365 Ha. The value obtained for the electronic energy is -748.276545 Eh. For the LUMO energy, the calculation gives 0.0315 Eh. The calculation puts the energy above the lowest of the compared OMol25 structures with the same formula, charge and spin at 1.946 eV. The SMILES is C#C[C@]1(N)C[C@@H](Cl)C1.

CARTESIAN COORDINATES (ANGSTROEM)
C: 2.226 -1.567 -0.005
C: 1.439 -0.650 -0.032
C: 0.368 0.379 -0.010
N: 0.916 1.699 0.012
C: -0.742 0.141 1.062
C: -1.546 -0.602 -0.029
Cl: -3.315 -0.264 -0.014
C: -0.709 0.156 -1.079
H: 2.940 -2.375 -0.022
H: 1.617 1.795 0.753
H: 1.495 1.704 -0.829
H: -1.301 1.008 1.438
H: -0.310 -0.480 1.888
H: -1.428 -1.662 0.124
H: -1.157 1.113 -1.283
H: -0.492 -0.395 -1.976

***

8.
A 2-piece molecular cluster, C6H8ClN overall in a non-equilibrium geometry. Source: the OMol25 dataset; level of theory: the ωB97M-V functional and the def2-TZVPD basis.

Its frontier orbital gap (spin up / spin down) is 8.6 / 8.6 eV. The HOMO energy (spin up / spin down) comes out at -0.333 / -0.333 Ha. The value obtained for the electronic energy is -748.213885 Eh. For the LUMO energy (spin up / spin down), the calculation gives -0.0162 / -0.0162 Eh. The calculation puts the energy above the lowest of the compared OMol25 structures with the same formula, charge and spin at 3.652 eV.

CARTESIAN COORDINATES (ANGSTROEM)
C: -1.466 -0.030 -1.557
C: 0.166 1.219 0.880
C: 0.616 0.101 0.346
C: 0.956 2.150 1.734
C: -0.626 -2.245 -0.836
C: -0.396 -0.880 -1.495
N: -2.386 0.668 -1.535
Cl: 1.943 -0.932 0.746
H: -0.754 1.429 0.321
H: 1.683 2.816 1.198
H: 0.222 2.787 2.269
H: 1.580 1.588 2.341
H: -0.997 -2.879 -1.698
H: -1.396 -2.228 -0.195
H: 0.413 -2.619 -0.395
H: 0.441 -0.943 -2.125